Entry 1:
DFT (ωB97M-V with the def2-TZVPD basis set) results for C42H41BeNO3P2S as an isolated structure in a non-equilibrium geometry.

Last column: Mulliken charge in e.
Element x y z (Å)
Be  2.095  -0.103  -2.347  -0.56
C  -2.934  0.420  0.222  -0.08
C  -3.414  0.260  -1.021  -0.24
C  -4.124  1.160  -2.017  -1.35
C  -3.304  2.205  -2.828  -0.32
C  -2.625  3.277  -2.035  -0.76
C  -2.351  3.134  -0.714  -0.37
C  -3.428  2.812  0.279  -0.43
C  -2.832  1.665  1.069  -0.45
C  3.191  -0.649  -3.467  -0.30
H  -2.485  -0.460  0.704  0.22
H  -3.419  -0.767  -1.389  0.40
H  -4.990  1.669  -1.552  0.47
H  -4.586  0.481  -2.754  0.39
H  -2.618  1.688  -3.520  0.26
H  -4.002  2.688  -3.527  0.37
H  -2.376  4.173  -2.618  0.40
H  -1.384  3.284  -0.218  0.42
H  -4.328  2.502  -0.250  0.06
H  -3.764  3.664  0.887  0.41
H  -1.773  1.892  1.252  0.09
H  -3.243  1.500  2.066  0.48
H  3.664  -1.505  -2.961  0.17
H  3.915  0.190  -3.599  0.04
H  2.808  -0.954  -4.450  0.16
P  0.282  -2.226  -7.175  -0.03
P  2.346  0.549  -7.777  0.16
C  -0.240  -0.591  -7.690  -0.65
C  0.583  0.395  -8.137  -1.00
C  -0.266  -3.230  -8.683  0.46
C  -1.247  -2.776  -9.582  0.01
C  -1.528  -3.500  -10.754  -0.64
C  -0.839  -4.680  -11.050  -0.43
C  0.122  -5.149  -10.144  -0.51
C  0.414  -4.434  -8.976  -0.53
C  -1.011  -2.509  -5.903  0.42
C  -0.887  -1.732  -4.735  -0.69
C  -1.818  -1.856  -3.706  -0.10
C  -2.899  -2.739  -3.851  -0.56
C  -3.042  -3.490  -5.025  -0.69
C  -2.084  -3.399  -6.039  -0.34
C  2.859  0.956  -9.561  0.29
C  2.493  0.040  -10.574  -0.36
C  2.819  0.288  -11.912  -0.61
C  3.532  1.440  -12.264  -0.45
C  3.909  2.342  -11.266  -0.52
C  3.601  2.096  -9.921  -0.32
C  2.455  2.185  -6.965  0.46
C  3.617  2.525  -6.242  -0.42
C  3.704  3.767  -5.610  -0.70
C  2.641  4.681  -5.700  -0.40
C  1.497  4.350  -6.433  -0.72
C  1.403  3.102  -7.053  0.09
H  -1.323  -0.433  -7.651  0.78
H  0.183  1.183  -8.791  0.76
H  -1.794  -1.849  -9.386  0.34
H  -2.287  -3.138  -11.450  0.36
H  -1.042  -5.230  -11.976  0.36
H  0.655  -6.075  -10.360  0.35
H  1.178  -4.800  -8.281  0.36
H  -0.072  -1.011  -4.646  0.23
H  -1.707  -1.260  -2.795  0.53
H  -3.640  -2.829  -3.051  0.37
H  -3.911  -4.143  -5.152  0.35
H  -2.187  -3.998  -6.942  0.39
H  1.939  -0.872  -10.324  0.35
H  2.529  -0.420  -12.688  0.38
H  3.809  1.621  -13.306  0.35
H  4.457  3.245  -11.534  0.36
H  3.933  2.803  -9.156  0.31
H  4.447  1.818  -6.188  0.41
H  4.601  4.023  -5.040  0.41
H  2.707  5.646  -5.190  0.37
H  0.668  5.058  -6.514  0.38
H  0.507  2.851  -7.611  0.30
O  3.449  2.255  0.837  -0.59
S  3.481  0.813  0.825  1.11
O  4.705  0.117  1.142  -0.61
N  2.830  0.187  -0.677  -0.28
C  1.861  -0.694  -0.439  1.09
O  1.097  -0.915  -1.495  -0.25
C  1.627  -1.018  0.930  0.06
C  0.592  -1.823  1.454  -0.83
C  -0.376  -1.193  2.244  -0.45
C  -0.007  0.015  2.872  -0.34
C  1.347  0.446  2.814  -0.88
C  2.094  0.047  1.697  0.50
H  0.606  -2.884  1.202  0.46
H  -1.378  -1.627  2.401  0.60
H  -0.784  0.597  3.383  0.49
H  1.761  1.079  3.585  0.43

**E_HOMO**: -7.7678 eV
**Energy above the lowest of the compared OMol25 structures with the same formula, charge and spin**: 117.9 kcal per mole

***

Entry 2:
DFT (ωB97M-V with the def2-TZVPD basis set) results for C46H37GaN4O3P2S as an isolated structure.

Last column: Mulliken charge in e.
Element x y z (Å)
Ga  -0.116  -0.098  0.128  2.32
N  7.466  -2.981  0.263  -0.44
C  6.155  -2.710  0.069  0.98
C  5.394  -3.475  -0.831  -0.93
C  4.070  -3.185  -1.049  -0.62
C  3.474  -2.121  -0.366  -0.12
C  4.218  -1.344  0.532  -0.37
C  5.538  -1.639  0.750  -0.93
S  1.843  -1.763  -0.716  1.52
O  1.408  -2.453  -1.888  -0.72
O  1.709  -0.250  -0.790  -0.51
N  0.790  -2.042  0.473  -0.03
C  1.133  -1.610  1.761  -0.24
N  0.589  -0.396  2.012  1.51
C  0.783  0.160  3.215  -0.43
C  1.516  -0.510  4.163  -0.87
C  2.040  -1.750  3.804  -0.77
N  1.859  -2.309  2.606  -0.50
H  7.892  -3.786  -0.159  0.20
H  8.000  -2.490  0.957  0.20
H  5.859  -4.297  -1.359  0.34
H  3.489  -3.772  -1.746  0.53
H  3.763  -0.511  1.054  0.26
H  6.120  -1.045  1.443  0.34
H  0.349  1.137  3.389  0.52
H  1.679  -0.087  5.143  0.53
H  2.634  -2.319  4.511  0.51
O  -2.601  1.638  0.236  -0.05
C  -3.794  0.949  0.220  -0.92
C  -4.971  1.466  0.739  -0.55
C  -6.123  0.698  0.679  -0.75
C  -6.100  -0.577  0.123  -1.08
C  -4.904  -1.104  -0.321  -0.53
C  -3.730  -0.345  -0.273  1.30
P  -2.163  -1.223  -0.500  1.52
C  -2.202  -2.003  -2.105  0.92
C  -1.399  -3.113  -2.377  -0.57
C  -1.447  -3.696  -3.632  -1.11
C  -2.279  -3.170  -4.613  -0.64
C  -3.063  -2.056  -4.350  -0.81
C  -3.026  -1.466  -3.097  -0.99
C  -2.289  -2.472  0.816  0.88
C  -2.610  -3.804  0.576  -0.58
C  -2.812  -4.669  1.645  -0.73
C  -2.711  -4.209  2.949  -0.77
C  -2.414  -2.873  3.193  -0.87
C  -2.209  -2.011  2.129  -0.89
C  -2.469  2.938  -0.192  0.20
C  -3.518  3.750  -0.597  -1.04
C  -3.247  5.057  -0.975  -0.85
C  -1.952  5.558  -0.967  -1.06
C  -0.910  4.716  -0.630  -0.31
C  -1.158  3.395  -0.250  0.55
P  0.245  2.276  -0.115  1.94
C  1.278  2.783  1.260  0.07
C  2.584  2.290  1.337  -0.57
C  3.367  2.587  2.440  -0.99
C  2.848  3.363  3.472  -0.77
C  1.551  3.851  3.398  -0.79
C  0.760  3.563  2.291  -1.03
C  1.149  2.534  -1.645  0.69
C  0.648  1.935  -2.800  -0.68
C  1.262  2.165  -4.017  -0.77
C  2.379  2.993  -4.083  -0.67
C  2.875  3.594  -2.937  -0.79
C  2.259  3.367  -1.712  -0.29
H  -4.988  2.446  1.194  0.78
H  -7.046  1.097  1.079  0.46
H  -7.005  -1.165  0.069  0.50
H  -4.870  -2.121  -0.694  0.53
H  -0.739  -3.515  -1.622  0.57
H  -0.832  -4.560  -3.846  0.49
H  -2.315  -3.633  -5.590  0.43
H  -3.708  -1.648  -5.117  0.48
H  -3.645  -0.602  -2.890  0.46
H  -2.704  -4.177  -0.434  0.50
H  -3.053  -5.706  1.453  0.47
H  -2.878  -4.886  3.776  0.43
H  -2.358  -2.505  4.209  0.51
H  -2.017  -0.963  2.338  0.48
H  -4.532  3.386  -0.631  0.70
H  -4.068  5.691  -1.282  0.44
H  -1.757  6.581  -1.257  0.48
H  0.111  5.074  -0.691  0.52
H  2.987  1.689  0.529  0.82
H  4.385  2.225  2.494  0.50
H  3.464  3.601  4.329  0.46
H  1.158  4.469  4.195  0.48
H  -0.247  3.960  2.226  0.42
H  -0.222  1.286  -2.758  0.35
H  0.879  1.695  -4.913  0.49
H  2.860  3.171  -5.036  0.42
H  3.739  4.242  -2.992  0.47
H  2.646  3.844  -0.821  0.44

**E_HOMO**: -12.6910 eV
**Net charge**: +2
**Energy above the lowest of the compared OMol25 structures with the same formula, charge and spin**: 21.7 kcal per mole

***

Entry 3:
DFT (ωB97M-V with the def2-TZVPD basis set) results for one molecule with the formula C6H7F3N2 in a non-equilibrium geometry.

Last column: Mulliken spin population.
Element x y z (Å)
C  0.817  -1.774  0.721  0.35
C  1.253  -0.402  0.829  0.15
C  -0.164  -2.184  -0.150  0.31
C  -0.878  -0.113  -1.101  0.20
C  1.283  1.895  -0.165  -0.01
C  -1.936  0.466  -0.052  0.04
N  -0.657  -1.401  -1.068  0.25
N  0.702  0.554  0.122  0.56
F  -3.188  0.049  -0.308  0.00
F  -1.741  -0.053  1.150  0.01
F  -1.815  1.782  0.034  0.01
H  1.379  -2.469  1.294  0.02
H  2.182  -0.049  1.360  0.03
H  -0.237  -3.280  -0.109  0.04
H  -0.986  0.550  -1.894  0.02
H  2.182  1.644  -0.731  0.01
H  0.451  2.404  -0.813  0.00
H  1.353  2.380  0.880  0.02

**E_HOMO (alpha / beta)**: -5.4019 / -8.8350 eV
**Energy above the lowest of the compared OMol25 structures with the same formula, charge and spin**: 0.0 kcal per mole
**2S+1**: 3

***

Entry 4:
DFT (ωB97M-V with the def2-TZVPD basis set) results for a 13-piece molecular cluster, C25H47N13O18 overall in a non-equilibrium geometry.

Last column: Mulliken charge in e.
Element x y z (Å)
C  -0.764  5.629  -1.059  -0.81
N  -1.721  4.743  -1.549  0.88
O  -2.376  5.150  -2.520  -0.58
O  -1.841  3.654  -1.029  -0.39
H  0.231  5.191  -1.211  0.26
H  -0.884  5.657  0.008  0.32
H  -0.844  6.582  -1.536  0.31
C  -2.706  1.298  -2.957  0.18
N  -2.964  -0.015  -3.582  1.14
O  -2.056  -0.406  -4.290  -0.56
O  -4.106  -0.354  -3.483  -0.57
H  -2.637  1.125  -1.871  -0.07
H  -3.535  1.997  -3.193  0.37
H  -1.720  1.658  -3.251  -0.52
C  -2.782  -4.932  1.894  -0.63
N  -3.983  -4.100  1.919  1.07
O  -4.465  -3.804  2.983  -0.62
O  -4.402  -3.771  0.851  -0.56
H  -2.254  -4.746  0.986  0.15
H  -3.095  -5.953  2.055  0.34
H  -2.132  -4.598  2.683  0.22
C  0.614  1.985  -4.882  -0.86
N  1.117  2.700  -3.652  0.92
O  0.361  3.496  -3.111  -0.51
O  2.222  2.396  -3.280  -0.56
H  -0.089  2.617  -5.350  0.32
H  0.061  1.116  -4.505  0.26
H  1.492  1.853  -5.462  0.34
C  -2.110  -3.429  -2.434  -0.95
N  -1.403  -2.622  -1.426  0.72
O  -0.783  -1.658  -1.885  -0.45
O  -1.457  -2.935  -0.255  -0.17
H  -1.275  -4.019  -2.771  0.30
H  -2.591  -2.771  -3.118  0.23
H  -2.894  -4.006  -1.895  0.26
C  -6.182  -1.102  0.038  -0.80
N  -5.050  -1.653  -0.806  0.52
O  -3.886  -1.424  -0.454  0.07
O  -5.326  -2.417  -1.688  -0.53
H  -5.946  -0.098  0.497  0.22
H  -6.361  -1.783  0.856  0.28
H  -7.023  -1.077  -0.642  0.36
C  4.754  1.520  2.121  -0.53
N  4.681  0.110  2.679  1.08
O  5.723  -0.288  3.149  -0.60
O  3.635  -0.515  2.603  -0.56
H  5.731  1.600  1.612  0.30
H  4.610  2.223  3.007  0.36
H  3.853  1.717  1.512  -0.06
C  1.479  -2.196  2.749  -0.64
N  0.470  -3.280  2.811  1.03
O  0.835  -4.384  2.552  -0.57
O  -0.671  -2.897  3.011  -0.51
H  1.269  -1.299  3.349  0.28
H  1.655  -1.950  1.735  -0.05
H  2.369  -2.559  3.230  0.48
C  -1.143  0.171  0.642  -0.53
N  0.228  0.370  0.030  1.09
O  0.270  1.317  -0.757  -0.32
O  1.145  -0.386  0.209  -0.29
H  -1.853  0.194  -0.198  -0.32
H  -1.257  1.081  1.220  0.49
H  -1.330  -0.674  1.364  -0.01
N  -3.707  0.939  4.569  0.04
C  -3.590  -0.170  3.728  -1.24
C  -3.849  0.231  2.444  0.92
C  -4.266  1.594  2.530  -0.79
C  -4.127  2.021  3.852  -0.77
H  -3.568  0.972  5.573  0.21
H  -3.217  -1.107  4.074  0.54
H  -3.934  -0.342  1.554  0.24
H  -4.588  2.201  1.676  0.42
H  -4.421  2.947  4.338  0.43
N  2.920  -3.231  -1.592  0.08
C  3.156  -4.106  -0.550  -0.51
C  2.306  -5.163  -0.623  -0.63
C  1.455  -4.911  -1.752  -0.53
C  1.848  -3.713  -2.278  -0.52
H  3.615  -2.558  -1.911  0.29
H  3.880  -3.939  0.233  0.41
H  2.252  -5.987  0.067  0.44
H  0.699  -5.488  -2.154  0.59
H  1.482  -3.216  -3.168  0.46
N  3.924  0.772  -1.229  0.56
C  4.608  -0.271  -0.685  -0.86
C  5.948  -0.007  -0.794  -1.39
C  6.064  1.242  -1.481  -0.74
C  4.800  1.684  -1.742  -0.28
H  2.913  0.876  -1.289  0.09
H  4.121  -1.102  -0.273  1.17
H  6.761  -0.609  -0.530  0.55
H  6.900  1.824  -1.915  0.37
H  4.436  2.627  -2.141  0.49
N  2.148  3.517  0.843  0.69
C  1.638  3.571  2.104  -0.71
C  2.493  4.365  2.873  -0.56
C  3.608  4.706  2.047  -0.60
C  3.302  4.223  0.784  -0.59
H  1.708  3.049  0.053  -0.13
H  0.705  3.157  2.409  0.60
H  2.349  4.614  3.936  0.37
H  4.474  5.328  2.254  0.42
H  3.847  4.414  -0.086  0.49

**E_HOMO**: -8.2402 eV

***

Entry 5:
DFT (ωB97M-V with the def2-TZVPD basis set) results for a 2-piece molecular cluster, C8H6F10NO2P overall in a non-equilibrium geometry.

Last column: Mulliken charge in e.
Element x y z (Å)
O  3.480  0.783  2.210  -0.47
C  3.275  0.598  1.060  0.20
O  4.255  0.562  0.146  -0.45
C  1.872  0.310  0.561  0.47
C  1.371  -0.964  0.850  -0.77
C  0.091  -1.300  0.451  -0.43
N  -0.647  -0.390  -0.191  0.18
C  -0.210  0.841  -0.486  -0.43
C  1.065  1.236  -0.122  0.19
C  1.460  2.671  -0.420  1.02
F  0.927  3.463  0.549  -0.27
F  2.811  2.819  -0.380  -0.27
C  0.998  3.212  -1.794  -0.01
F  -0.292  3.611  -1.736  -0.23
F  1.096  2.210  -2.713  -0.24
H  3.943  0.244  -0.710  0.41
H  1.976  -1.688  1.380  0.51
H  -0.354  -2.267  0.656  0.46
H  -1.605  -0.660  -0.457  0.27
H  -0.909  1.478  -1.007  0.62
H  1.641  4.042  -2.092  0.32
F  -3.001  -1.797  -0.324  -0.49
P  -3.783  -2.994  0.612  1.03
F  -4.076  -3.559  -0.891  -0.32
F  -2.995  -4.418  0.862  -0.33
F  -5.113  -3.818  1.076  -0.31
F  -4.635  -1.715  1.166  -0.32
F  -2.638  -2.510  1.743  -0.34

**E_HOMO**: -11.2131 eV